1.
58
Properties=species:S:1:pos:R:3:forces:R:3:mulliken_charge:R:1 method="wB97M-V/def2-TZVPD" gap_ev="6.38 / 8.44" de_lowest_kj_mol=278.3 energy_ev=-138125.37495 lumo_energy_ev="-5.74 / -3.57" charge=+1
Pb -0.505911 -0.606549 0.759268 0.08 -0.13 0.00 1.277
O -2.875842 -3.180720 -1.719421 0.04 -0.02 -0.05 -0.658
C -1.963676 -2.435750 -1.443076 -0.11 -0.05 -0.02 0.370
O -2.052299 -1.161893 -1.177990 0.11 0.18 0.01 -0.841
C -0.536533 -2.977312 -1.441106 -0.01 0.02 -0.02 0.453
C -0.275149 -4.275345 -1.843858 -0.03 -0.02 -0.04 -0.633
C 1.039428 -4.711094 -1.863038 0.05 0.04 0.02 -0.484
C 2.045439 -3.834378 -1.481788 -0.04 0.01 -0.02 -0.690
C 1.694314 -2.560173 -1.074436 0.09 -0.02 0.02 -0.149
N 0.431819 -2.134318 -1.059807 -0.08 -0.07 0.12 0.406
H -1.105147 -4.906906 -2.125966 0.00 0.00 0.01 0.572
H 1.279398 -5.721952 -2.163694 -0.01 -0.01 -0.01 0.440
H 3.082710 -4.136583 -1.475234 0.01 0.00 0.00 0.458
H 2.438868 -1.856823 -0.725057 0.00 -0.02 0.02 0.107
F -2.484160 6.119210 3.766627 0.00 -0.02 -0.03 -0.256
C -2.378071 5.200628 2.833989 0.03 0.01 0.05 0.572
C -1.396104 4.214014 2.953773 -0.12 0.06 -0.09 -0.114
F -0.584497 4.226087 3.999534 0.04 -0.04 0.01 -0.271
C -1.294335 3.256331 1.977786 -0.05 -0.03 -0.09 -0.115
F -0.354072 2.323713 2.104731 -0.04 0.00 0.01 0.059
C -2.144827 3.234378 0.840906 0.13 0.09 0.27 0.335
S -2.020368 2.045190 -0.346965 -0.06 -0.01 -0.09 -0.175
C -3.116075 4.262409 0.763950 -0.02 -0.04 -0.07 0.312
F -3.934606 4.299769 -0.270714 0.01 0.03 0.05 -0.287
C -3.238806 5.224998 1.740945 0.00 -0.01 -0.01 0.241
F -4.157922 6.172607 1.656351 0.01 -0.02 -0.02 -0.252
O 2.364996 -2.064016 3.883380 0.17 -0.15 -0.09 -0.571
S 1.763983 -1.540038 2.712796 -0.27 0.26 -0.05 1.007
O 1.011240 -2.452876 1.853155 -0.03 0.05 -0.02 -0.597
O 2.969923 -1.020736 1.736807 0.17 0.29 0.00 -0.499
O 0.988924 -0.293198 2.887604 -0.02 -0.01 0.13 -0.683
N -2.223401 0.778795 -5.784630 -0.05 0.00 -0.02 -0.539
C -1.099028 1.512904 -5.217838 0.04 0.10 -0.02 -0.621
C -1.058990 1.254176 -3.716444 0.03 -0.03 0.02 -0.490
N -1.203285 -0.205458 -3.482256 -0.04 -0.22 0.15 -0.108
H -2.116028 0.633402 -6.779101 0.00 -0.02 0.00 0.222
H -3.101375 1.264268 -5.642903 0.00 0.02 -0.01 0.189
H -1.826354 -0.559371 -4.224500 -0.03 0.08 -0.02 0.555
H -1.129793 2.593777 -5.382757 0.00 -0.02 -0.01 0.378
H -0.179711 1.144715 -5.677858 -0.01 -0.02 0.00 0.399
H -1.888840 1.742947 -3.208340 -0.04 0.00 -0.04 0.286
H -0.128947 1.594056 -3.264717 -0.03 0.04 0.02 0.183
H -0.313085 -0.695113 -3.560657 0.01 0.04 -0.03 0.348
H -1.609809 -0.475198 -2.519041 0.08 0.00 -0.06 0.115
C 4.334319 0.670955 0.008678 0.04 0.07 -0.08 -1.133
As 2.775702 0.653617 1.114078 0.15 -0.87 0.30 0.520
C 2.580802 3.491902 0.057585 0.00 0.12 -0.05 -1.151
C 2.970040 1.724345 2.688157 -0.05 0.21 -0.05 -0.932
O 1.395222 0.621360 0.183108 -0.14 0.15 -0.13 0.012
H 5.037688 1.427249 0.349460 -0.01 0.00 -0.01 0.430
H 4.029741 0.875606 -1.015190 0.01 0.01 0.02 0.346
H 4.791666 -0.314619 0.078352 -0.01 0.01 0.01 0.363
H 3.570009 3.798748 0.361307 0.01 0.02 -0.01 0.466
H 1.737695 3.720836 0.689867 -0.01 -0.03 0.02 0.349
H 2.401914 3.203870 -0.965491 0.01 -0.04 -0.01 0.362
H 3.816279 2.392431 2.539892 -0.03 0.01 0.03 0.461
H 3.152425 1.032276 3.506669 0.03 0.00 -0.01 0.440
H 2.059442 2.282624 2.882676 0.00 -0.03 -0.03 0.215

***

2.
49
Properties=species:S:1:pos:R:3:forces:R:3:mulliken_charge:R:1 method="wB97M-V/def2-TZVPD" gap_ev=9.05 de_lowest_kj_mol=19.4 smiles="C=CC(=O)N(CC(=O)N[C@@H](Cc1ccc(C)cc1C)B(O)O)CC(F)(F)F" energy_ev=-37988.15518 lumo_energy_ev=0.52 charge=0
C 3.248792 1.740168 -1.640109 0.55 1.06 0.44 -1.144
C 2.654624 0.900979 -0.829693 -0.11 -0.31 0.94 -0.202
C 1.923506 -0.231475 -1.380108 -1.27 -1.69 -1.08 0.876
O 1.500160 -0.169508 -2.510413 -0.20 0.27 -1.43 -0.656
N 1.641241 -1.409844 -0.688876 0.08 -0.14 1.27 0.205
C 2.146181 -1.614144 0.690642 -0.97 -0.02 -0.69 -0.856
C 1.960078 -0.357123 1.546691 -2.19 -0.04 0.24 0.160
O 2.884424 0.275864 2.017811 0.38 0.00 0.90 -0.718
N 0.635656 0.020915 1.699510 0.66 -1.33 -0.94 0.566
C 0.169472 1.312578 2.222169 0.00 -0.14 1.02 -0.093
C -1.245512 1.609129 1.770228 -0.75 -0.19 -0.24 -1.657
C -1.477992 1.268013 0.327479 -0.93 -0.61 0.94 0.636
C -0.937108 2.091831 -0.623145 0.13 0.29 -1.17 -0.698
C -1.089176 1.814392 -1.953849 -0.28 -0.80 -0.91 -0.972
C -1.718503 0.631653 -2.364463 -0.75 0.27 0.71 1.013
C -1.836051 0.233352 -3.772061 -0.06 -0.37 -1.24 -1.640
C -2.329277 -0.163892 -1.425401 0.20 -0.04 2.07 -0.855
C -2.225478 0.133960 -0.032905 1.24 0.83 -1.91 1.241
C -2.712489 -0.857948 0.933934 -0.52 -0.67 0.96 -1.823
B 0.208550 1.266639 3.801319 0.65 -0.33 0.10 0.871
O -0.928068 1.402440 4.537175 0.15 0.28 -0.01 -0.566
O 1.408794 1.042166 4.418333 -0.59 -0.01 0.36 -0.772
C 1.014307 -2.559448 -1.374165 1.07 0.82 0.39 -1.177
C -0.352377 -2.951683 -0.814395 1.69 -0.29 -1.23 1.170
F -0.530965 -2.375906 0.366548 -0.81 -0.36 0.52 -0.314
F -0.433843 -4.305388 -0.655611 -0.40 0.95 -0.05 -0.347
F -1.284958 -2.544319 -1.683228 -0.26 -0.97 0.57 -0.256
H 3.224968 1.567942 -2.683254 0.03 -0.02 -0.95 0.372
H 3.754050 2.628059 -1.248628 -0.12 -0.37 -0.20 0.303
H 2.663586 1.019669 0.224319 0.34 0.56 0.17 0.526
H 3.169614 -1.930767 0.611691 0.61 0.04 0.56 0.495
H 1.532195 -2.399874 1.158189 0.49 0.16 -0.17 0.385
H -0.080839 -0.574201 1.239541 0.97 0.83 0.40 -0.153
H 0.887092 2.087583 1.963414 0.10 0.14 -0.60 0.181
H -1.956309 1.048399 2.390218 0.25 0.15 -0.07 0.322
H -1.502637 2.659218 1.947806 0.30 -0.09 0.03 0.599
H -0.353979 2.958156 -0.391732 0.14 0.45 0.57 0.453
H -0.724769 2.465720 -2.733412 0.34 0.16 0.06 0.386
H -2.137865 -0.823652 -3.880424 0.09 0.44 0.15 0.326
H -2.605548 0.837727 -4.282225 0.45 -0.13 -0.05 0.323
H -0.860680 0.331163 -4.252171 -0.16 0.16 -0.30 0.361
H -2.753218 -1.141236 -1.669288 -0.24 0.82 -0.22 0.492
H -2.721731 -1.836895 0.472416 -0.42 -0.12 -0.10 0.394
H -2.076074 -0.989872 1.817018 -0.15 0.25 -0.06 0.474
H -3.716704 -0.630511 1.291311 -0.09 -0.01 0.09 0.390
H -0.669948 1.428702 5.460506 -0.19 -0.09 0.43 0.304
H 2.061945 0.793470 3.757537 0.62 0.11 -0.20 0.351
H 1.662110 -3.433489 -1.373093 0.16 -0.07 0.35 0.311
H 0.910755 -2.268711 -2.403154 -0.25 0.16 -0.40 0.415

***

3.
53
Properties=species:S:1:pos:R:3:forces:R:3:mulliken_spin:R:1 method="wB97M-V/def2-TZVPD" gap_ev="6.84 / 6.77" de_lowest_kj_mol=0.0 energy_ev=-262391.54188 lumo_energy_ev="2.48 / 2.46" s2=2.010 multiplicity=3 charge=-1
Ni -0.403589 0.890076 0.370784 -0.20 0.04 0.02 1.652
Cl -3.482924 1.017279 1.106885 0.06 0.00 -0.05 0.014
C -3.021817 2.225784 -0.078844 -0.22 0.08 0.19 0.003
C -1.707701 2.233678 -0.528805 -0.01 -0.14 -0.22 0.014
C -1.456249 3.190527 -1.507150 0.00 0.11 -0.21 0.007
Cl 0.097719 3.215311 -2.301457 -0.04 -0.04 0.09 0.003
C -2.402089 4.121248 -1.948148 0.11 0.00 -0.04 0.004
Cl -2.001509 5.309686 -3.144572 -0.04 -0.06 0.07 0.001
C -3.692884 4.087585 -1.430916 0.01 -0.01 -0.01 -0.004
Cl -4.883896 5.221139 -1.962968 0.03 -0.03 0.02 -0.001
C -4.015580 3.113743 -0.493369 -0.01 -0.05 0.05 0.007
Cl -5.630865 3.026973 0.129215 0.12 0.00 -0.04 0.002
O 4.947222 0.075523 3.358878 -0.14 0.08 0.14 0.000
C 3.677227 0.575126 3.813848 0.22 -0.06 -0.06 0.001
C 2.549355 0.427905 2.786364 -0.11 0.01 -0.01 -0.005
C 2.543712 -1.007308 2.235800 0.04 -0.10 0.23 -0.006
O 2.940430 -1.999829 3.193398 -0.13 0.19 -0.14 0.000
C 2.812723 1.454402 1.678421 -0.12 -0.01 -0.01 0.001
Se 1.916198 1.306915 -0.060223 0.14 0.11 -0.14 0.151
C 1.273493 0.770467 3.569258 0.04 -0.09 -0.03 0.009
Se -0.488921 0.644809 2.714448 -0.03 -0.11 0.25 0.111
H 5.191597 0.563032 2.566146 -0.03 -0.01 -0.03 0.000
H 3.757425 1.625925 4.111425 0.07 0.03 -0.02 0.000
H 3.447635 -0.007296 4.703574 -0.01 -0.03 0.03 0.000
H 3.167634 -1.062818 1.341977 0.11 -0.02 -0.03 0.003
H 1.527526 -1.255996 1.943585 -0.07 -0.03 -0.04 0.001
H 3.869330 -1.826902 3.386216 0.03 0.00 -0.04 0.000
H 3.868629 1.435172 1.396136 0.06 0.01 0.02 0.007
H 2.598677 2.448507 2.072264 0.03 0.03 0.03 -0.003
H 1.359488 1.793771 3.937883 0.02 0.02 0.04 -0.001
H 1.206151 0.112446 4.437082 0.02 -0.02 0.00 0.004
C -1.866031 -1.681220 -0.541101 0.16 0.02 -0.11 0.006
N -0.717340 -0.833075 -0.949006 0.13 0.07 -0.06 0.018
C 0.500788 -1.693538 -0.964631 -0.31 -0.13 -0.12 0.005
N 0.342074 -2.829114 -1.876172 -0.07 0.08 0.03 0.003
C -0.819834 -3.612446 -1.450849 0.02 0.13 0.01 0.000
N -2.051780 -2.816597 -1.445035 0.07 0.07 -0.02 0.004
C -2.261423 -2.291658 -2.799508 0.09 0.06 0.06 0.001
N -1.135071 -1.473885 -3.265906 0.02 -0.09 0.13 -0.001
C -0.963401 -0.359744 -2.332915 0.07 -0.17 0.03 -0.008
C 0.075847 -2.304635 -3.219034 -0.06 0.04 0.09 0.002
H -2.764352 -1.069549 -0.543275 -0.08 0.06 0.00 -0.001
H -1.682063 -2.031382 0.474305 -0.01 -0.04 0.05 -0.002
H 0.675081 -2.049687 0.049727 -0.01 -0.05 0.03 -0.001
H 1.349486 -1.085847 -1.257516 0.08 0.06 -0.06 -0.005
H -0.639824 -3.992424 -0.444718 0.00 -0.01 0.04 0.000
H -0.947775 -4.458046 -2.128847 -0.01 -0.02 -0.03 0.000
H -3.166252 -1.682361 -2.805789 -0.03 0.02 0.00 0.000
H -2.397804 -3.129652 -3.484612 0.01 -0.04 -0.03 0.000
H -1.859012 0.259864 -2.327074 -0.04 0.01 -0.03 0.002
H -0.117225 0.256169 -2.637300 0.02 0.01 -0.02 0.004
H 0.928218 -1.705679 -3.540557 0.03 0.03 0.00 0.000
H -0.046457 -3.142374 -3.907320 -0.01 -0.04 -0.03 0.000